DFT (the ωB97M-V functional and the def2-TZVPD basis) results for 6 unconnected molecules or ions with the total composition C39H88IN4.

The net charge is +1. The LUMO energy is -4.01 eV. The value obtained for the HOMO-LUMO gap is 8.11 eV.

```
132
C39H88IN4 | the OMol25 dataset | the ωB97M-V functional and the def2-TZVPD basis
C 1.56261 -5.67036 -2.42723
C 2.58025 -4.98763 -1.88632
C 2.76433 -3.48061 -1.91380
N 4.20716 -3.22049 -1.79933
C 2.09875 -2.96448 -0.59001
N 1.20428 -1.79292 -0.74394
C 0.47612 -1.93031 -1.91997
N -0.77302 -2.23191 -1.82198
C -1.82174 -2.11255 -2.83643
I -1.55632 -3.38220 -4.54561
C -3.16177 -2.42707 -2.17118
C -3.21704 -3.80945 -1.50381
N 1.10029 -1.82122 -3.14928
C 2.19447 -2.85767 -3.23966
H 1.17217 -5.41740 -3.41024
H 1.06508 -6.48940 -1.92026
H 3.35702 -5.51051 -1.32821
H 4.75171 -3.90092 -2.31159
H 4.47502 -2.28938 -2.08887
H 1.54437 -3.76776 -0.10764
H 2.89926 -2.68681 0.09029
H 1.72142 -0.91805 -0.75650
H -1.07074 -2.53191 -0.89635
H -1.85034 -1.09535 -3.21393
H -3.92360 -2.35050 -2.94301
H -3.34979 -1.64750 -1.42698
H -2.50017 -4.50348 -1.94562
H -2.96298 -3.73775 -0.44277
H -4.21421 -4.23508 -1.56318
H 1.51418 -0.89691 -3.23653
H 3.01205 -2.37390 -3.76483
H 1.82184 -3.63261 -3.90437
C 3.58933 4.06200 1.98374
C 2.75044 4.32933 0.73772
C 1.25641 4.09059 0.94705
C 0.87227 2.66269 1.32728
C 1.29514 1.57989 0.34260
C 0.65419 1.73708 -1.03462
H 3.51843 3.02071 2.30672
H 4.64295 4.27308 1.79749
H 3.26523 4.69327 2.81337
H 3.11923 3.71401 -0.08957
H 2.89293 5.36706 0.42816
H 0.71560 4.38608 0.04285
H 0.88845 4.74423 1.74277
H -0.21460 2.62371 1.44644
H 1.28842 2.42167 2.30923
H 1.00334 0.60951 0.75984
H 2.38551 1.55617 0.24114
H -0.43588 1.71875 -0.96007
H 0.96046 0.92500 -1.70626
H 0.94237 2.66837 -1.52162
C -1.30949 -7.28364 -4.38038
C -0.94432 -7.39803 -5.85681
C -2.14996 -7.64679 -6.76184
C -2.89899 -8.95237 -6.48778
C -2.04520 -10.21572 -6.58995
C -1.45670 -10.44175 -7.97853
H -1.75499 -8.20238 -3.99746
H -0.42521 -7.07501 -3.77723
H -2.02196 -6.47001 -4.22681
H -0.20150 -8.18835 -5.99063
H -0.45766 -6.46985 -6.17707
H -1.82132 -7.62371 -7.80378
H -2.85407 -6.81428 -6.65277
H -3.73055 -9.02746 -7.19464
H -3.35548 -8.91161 -5.49469
H -2.66823 -11.07316 -6.32476
H -1.23940 -10.18776 -5.85049
H -2.24691 -10.51445 -8.72845
H -0.88026 -11.36661 -8.01195
H -0.78787 -9.63125 -8.27342
C -5.69856 4.08136 1.94230
C -5.55259 2.62103 1.52588
C -5.27352 1.67740 2.69604
C -3.97175 1.96289 3.44690
C -2.71433 1.93452 2.58125
C -2.44269 0.57257 1.94645
H -4.78399 4.46742 2.39668
H -5.92506 4.71220 1.08186
H -6.50881 4.20008 2.66437
H -4.76131 2.53380 0.77440
H -6.47364 2.29767 1.03413
H -5.27190 0.64592 2.33107
H -6.10225 1.73849 3.40742
H -3.86407 1.23301 4.25523
H -4.03938 2.93871 3.93405
H -1.85980 2.20847 3.20580
H -2.77579 2.69693 1.79882
H -2.33634 -0.19968 2.71157
H -1.51896 0.59145 1.36116
H -3.25289 0.27572 1.27600
C -2.03873 6.34054 2.16754
C -2.64455 7.71869 1.92585
C -2.12535 8.78707 2.88641
C -2.43260 8.52491 4.36242
C -3.91655 8.36412 4.69066
C -4.74595 9.60611 4.38254
H -2.27948 5.96349 3.16349
H -2.41846 5.61687 1.44243
H -0.95083 6.37055 2.07134
H -3.73436 7.65420 1.98848
H -2.41820 8.03197 0.90323
H -2.53513 9.75668 2.59253
H -1.04034 8.87436 2.76840
H -2.02587 9.35166 4.95273
H -1.89758 7.63060 4.69469
H -4.01043 8.12982 5.75413
H -4.33028 7.50513 4.15368
H -4.37537 10.46893 4.93978
H -5.79071 9.45625 4.65711
H -4.72126 9.85646 3.32072
C 4.30240 -0.34503 2.42054
C 5.63703 0.17087 1.89385
C 6.84441 -0.57099 2.46389
C 7.00332 -0.46013 3.98163
C 7.10872 0.96914 4.51275
C 8.32101 1.72772 3.98320
H 4.21411 -0.22477 3.50081
H 3.46693 0.19614 1.96860
H 4.17626 -1.40744 2.19229
H 5.72065 1.24131 2.10070
H 5.65299 0.07126 0.80370
H 7.74900 -0.20467 1.97209
H 6.76905 -1.63073 2.19844
H 7.89826 -1.01607 4.27630
H 6.16604 -0.96109 4.47572
H 7.16501 0.92696 5.60310
H 6.19693 1.52706 4.27874
H 9.24691 1.20982 4.24127
H 8.37067 2.73016 4.40940
H 8.28918 1.83717 2.89767
```

Atom charges from the Löwdin analysis, given in e for atoms 1 to 4: atom 1 (C): 0.03, atom 2 (C): -0.11, atom 3 (C): -0.46, atom 4 (N): 0.06

DFT (the ωB97M-V functional and the def2-TZVPD basis) results for 2 unconnected molecules or ions with the total composition C3H6O2.

The net charge is +1. As for the spin multiplicity: 2. The relative energy (zero: lowest compared OMol25 entry of this formula, charge and spin) is 124.93 kJ/mol. The LUMO energy (spin up / spin down) is -5.67 / -8.79 eV. The expectation value of S² is 0.76. The value obtained for the HOMO-LUMO gap (spin up / spin down) is 8.08 / 4.95 eV.

```
11
C3H6O2 | the OMol25 dataset | the ωB97M-V functional and the def2-TZVPD basis
O -2.86498 -0.68603 -0.36867
C -2.39267 -0.56605 0.71176
H -1.29890 -0.75324 0.88679
H -2.89039 -0.30614 1.66283
C 1.50068 -0.03477 -1.38974
C 1.12681 0.13043 -0.05940
O 1.04328 1.37747 0.32298
H 2.05569 -0.91371 -1.68960
H 1.44071 0.82897 -2.02923
H 0.89894 -0.58499 0.72027
H 1.38083 1.50807 1.23201
```

Atom charges from the Löwdin analysis, given in e for atoms 1 to 4: atom 1 (O): 0.04, atom 2 (C): -0.15, atom 3 (H): 0.05, atom 4 (H): 0.10

DFT (the ωB97M-V functional and the def2-TZVPD basis) results for a single C25H30N2O2 molecule.

The SMILES is CCOC(=O)[C@H](/N=C/c1ccccc1)[C@H](/C=C/N1CCCCC1)c1ccccc1. The relative energy (zero: lowest compared OMol25 entry of this formula, charge and spin) is 356.98 kJ/mol. The LUMO energy is 0.68 eV. The value obtained for the HOMO-LUMO gap is 7.98 eV.

```
59
C25H30N2O2 | the OMol25 dataset | the ωB97M-V functional and the def2-TZVPD basis
C 1.29993 4.49502 4.23860
C 2.42356 4.53688 3.20831
C 2.52309 3.25646 2.37414
N 1.23262 2.79689 1.86472
C 1.21876 1.97024 0.78195
C 0.09572 1.41544 0.25866
C 0.07427 0.38407 -0.85540
C -0.94604 0.72818 -1.94304
C -0.69286 0.28518 -3.24532
C -1.67504 0.38867 -4.23119
C -2.90564 0.98119 -3.91647
C -3.11738 1.53155 -2.64754
C -2.13828 1.39253 -1.65222
C 0.13312 2.75055 2.81803
C -0.01269 4.05011 3.60858
H 1.57122 3.81430 5.05416
H 1.17194 5.48955 4.67476
H 2.27114 5.38662 2.53234
H 3.38713 4.69742 3.70277
H 3.19958 3.42007 1.52172
H 2.97352 2.45810 2.99488
H 2.20281 1.79329 0.32177
H -0.87528 1.72068 0.65361
H 1.07001 0.35665 -1.33977
H 0.26523 -0.18997 -3.46200
H -1.47354 0.00208 -5.23459
H -3.69369 1.02814 -4.67113
H -4.04111 2.07045 -2.41522
H -2.32294 1.79662 -0.65258
H -0.80329 2.54772 2.29166
H 0.29604 1.91036 3.52193
H -0.77920 3.89564 4.37396
H -0.37802 4.83148 2.93096
C 3.35946 -0.32104 2.77583
C 2.62943 -1.38355 2.00794
O 1.59265 -0.70807 1.26509
C 0.96104 -1.58922 0.46867
C -0.22525 -0.98452 -0.30663
N -0.56040 -2.05427 -1.22433
C -1.42139 -2.40497 -2.07719
C -1.67734 -3.81779 -2.46143
C -2.32313 -4.12011 -3.67792
C -2.64936 -5.44012 -3.99723
C -2.32107 -6.47795 -3.11238
C -1.61800 -6.19535 -1.93294
C -1.26586 -4.87238 -1.62676
O 1.31126 -2.75483 0.42209
H 4.15848 -0.77886 3.36820
H 3.81858 0.41234 2.09940
H 2.68545 0.20768 3.46334
H 3.28114 -1.89993 1.29271
H 2.15565 -2.11823 2.67489
H -1.04794 -0.89520 0.43327
H -2.03654 -1.70343 -2.68200
H -2.55161 -3.29808 -4.36317
H -3.16326 -5.65830 -4.93704
H -2.61343 -7.49996 -3.34971
H -1.35272 -7.00185 -1.24711
H -0.68051 -4.63414 -0.73664
```

Atom charges from the Löwdin analysis, given in e for atoms 1 to 4: atom 1 (C): -0.21, atom 2 (C): -0.18, atom 3 (C): -0.17, atom 4 (N): -0.13

DFT (the ωB97M-V functional and the def2-TZVPD basis) results for a gas-phase ion, C8H9N2O4P (charge -2).

The SMILES is Nc1ccccc1[P@](=O)([O-])NCC(=O)[O-]. The net charge is -2. The relative energy (zero: lowest compared OMol25 entry of this formula, charge and spin) is 0.00 kJ/mol. The LUMO energy is 5.65 eV. The value obtained for the HOMO-LUMO gap is 7.12 eV.

```
24
C8H9N2O4P | the OMol25 dataset | the ωB97M-V functional and the def2-TZVPD basis
C -0.83316 -0.95183 -2.51226
C -1.83395 -0.32313 -1.79401
C 0.49714 -0.76879 -2.17066
C -1.48451 0.50022 -0.72919
C 0.84614 0.04736 -1.09257
C -0.16836 0.68858 -0.38022
C 0.26371 -1.27577 3.59550
C -0.29956 0.14238 3.18766
N 2.14543 0.21188 -0.67623
N 0.67081 0.90743 2.44046
O 1.37312 -1.59038 3.13263
O -0.93522 2.75442 1.49019
O -0.46419 -1.93532 4.35940
O 1.53184 2.64643 0.74345
P 0.27389 1.94762 1.18019
H -1.08769 -1.59106 -3.35437
H -2.87774 -0.47285 -2.05970
H 1.27625 -1.27128 -2.73888
H -2.24360 1.01945 -0.16038
H -0.55734 0.67442 4.11462
H -1.22978 -0.00948 2.62570
H 2.86018 0.07053 -1.37557
H 2.23614 1.03790 -0.09098
H 1.46377 0.30327 2.22700
```

Atom charges from the Löwdin analysis, given in e for atoms 1 to 4: atom 1 (C): -0.16, atom 2 (C): -0.15, atom 3 (C): -0.08, atom 4 (C): -0.12

DFT (the ωB97M-V functional and the def2-TZVPD basis) results for a molecular structure, C41H45BClF2N3O3PPr.

As for the spin multiplicity: 3. The LUMO energy (spin up / spin down) is 0.47 / 0.47 eV. The expectation value of S² is 2.00. The value obtained for the HOMO-LUMO gap (spin up / spin down) is 7.61 / 7.57 eV.

```
98
C41H45BClF2N3O3PPr | the OMol25 dataset | the ωB97M-V functional and the def2-TZVPD basis
Pr 0.49104 -1.64941 0.48378
C -0.10378 1.81641 1.69813
N -0.44665 0.88575 2.76918
C 0.50462 1.14228 3.85660
C 0.80438 0.00789 4.82591
C 0.82488 -1.38530 4.21783
N 1.55572 -1.51136 2.94165
C 2.82476 -1.59084 3.05054
C 3.74065 -1.97181 1.98293
C 5.08699 -1.59778 2.09168
C 6.01140 -1.97375 1.14614
C 5.59218 -2.78958 0.08656
C 4.28784 -3.21200 -0.01450
C 3.32001 -2.80326 0.92186
O 2.06728 -3.20889 0.80316
C -1.84220 1.16740 3.13628
C -2.56495 0.22293 4.09787
C -3.13177 -1.05079 3.46962
N -2.05611 -1.97788 3.20108
C -2.08280 -2.83299 2.26923
C -3.12149 -3.18619 1.28469
C -4.43381 -3.50368 1.62183
C -5.30978 -3.97004 0.65602
C -4.85401 -4.12744 -0.65240
C -3.55491 -3.80891 -1.00605
C -2.66779 -3.31083 -0.04178
O -1.45894 -2.88378 -0.36645
H -0.17696 2.86671 2.03003
H -0.77527 1.67488 0.85718
H 0.91898 1.64347 1.35885
H 0.18540 2.03032 4.42660
H 1.44638 1.41714 3.37696
H 0.08793 -0.00941 5.65074
H 1.77455 0.23771 5.27861
H -0.19964 -1.69922 4.02772
H 1.25981 -2.08291 4.94007
H 3.29001 -1.43821 4.03351
H 5.38808 -0.99181 2.93964
H 7.04420 -1.66610 1.22857
H 6.30710 -3.10304 -0.66333
H 3.96351 -3.84722 -0.82662
H -2.40784 1.18425 2.20359
H -1.89013 2.19407 3.54165
H -3.39544 0.79221 4.52298
H -1.92548 -0.05866 4.93595
H -3.72445 -0.82182 2.57286
H -3.81003 -1.52520 4.18610
H -1.16398 -3.42420 2.16543
H -4.75817 -3.41065 2.65154
H -6.32770 -4.22327 0.91639
H -5.53075 -4.50189 -1.41056
H -3.20145 -3.91891 -2.02259
Cl 3.00724 0.29081 -0.01181
C 3.15780 1.85755 -0.78861
C 4.36991 2.49922 -0.58878
C 4.56900 3.74678 -1.15748
C 3.56405 4.33407 -1.91309
C 2.36518 3.66739 -2.10683
C 2.13592 2.40629 -1.55602
P 0.58814 1.46050 -1.76960
C -0.60775 2.79887 -2.15247
C -1.34582 2.85634 -3.33010
C -2.31668 3.83562 -3.50730
C -2.55265 4.77679 -2.51861
C -1.81154 4.73847 -1.34338
C -0.85520 3.75381 -1.16209
C 0.80713 0.68532 -3.40890
C 1.84069 0.98074 -4.29108
C 1.92098 0.33521 -5.51673
C 0.96011 -0.59772 -5.88014
C -0.07976 -0.89170 -5.01021
C -0.14946 -0.25840 -3.77974
H 5.13602 2.02216 0.00497
H 5.50910 4.25915 -1.00478
H 3.71437 5.30897 -2.35577
H 1.58507 4.12918 -2.69914
H -1.17081 2.13237 -4.11578
H -2.88527 3.86120 -4.42730
H -3.30663 5.53934 -2.66113
H -1.98207 5.47265 -0.56705
H -0.28635 3.73296 -0.23998
H 2.60159 1.70319 -4.02264
H 2.74006 0.55957 -6.18716
H 1.02910 -1.10392 -6.83364
H -0.81789 -1.63727 -5.27138
H -0.94236 -0.52033 -3.08711
F 0.82085 -3.24766 -2.58097
B 1.32250 -2.25309 -1.82211
F 2.53093 -1.84735 -2.29998
C -3.52105 0.09276 -1.79106
C -2.85309 0.36979 -0.46281
O -1.64047 -0.36397 -0.32277
H -4.44170 0.67303 -1.87028
H -3.77718 -0.96454 -1.88447
H -2.87054 0.37388 -2.62025
H -3.52811 0.11701 0.36226
H -2.59373 1.42783 -0.37883
H -1.80102 -1.32727 -0.52111
```

Atom charges from the Löwdin analysis, given in e for atoms 1 to 4: atom 1 (Pr): 1.10, atom 2 (C): -0.13, atom 3 (N): -0.18, atom 4 (C): -0.20

DFT (the ωB97M-V functional and the def2-TZVPD basis) results for a single C6H11N molecule.

The SMILES is C/C=C/C/C=C/N. The relative energy (zero: lowest compared OMol25 entry of this formula, charge and spin) is 136.74 kJ/mol. The LUMO energy is 1.17 eV. The value obtained for the HOMO-LUMO gap is 9.09 eV.

```
18
C6H11N | the OMol25 dataset | the ωB97M-V functional and the def2-TZVPD basis
C -0.74919 -1.57978 -0.41682
C 0.26797 -1.82101 0.41788
N 0.52551 -3.07743 0.96163
C -0.99496 -0.26889 -1.10888
C 0.00328 0.85319 -0.88160
C -0.10144 1.68167 0.15906
C 0.87766 2.78543 0.38634
H -1.55600 -2.29999 -0.54859
H 1.01332 -1.05261 0.63064
H 0.89753 -2.98493 1.89537
H -0.24710 -3.71723 0.85769
H -1.95235 0.10168 -0.80589
H -1.09346 -0.43119 -2.20634
H 0.64938 1.03531 -1.73253
H -0.93306 1.48557 0.83775
H 0.52978 3.44733 1.20264
H 1.81356 2.38583 0.79711
H 1.04957 3.45704 -0.44543
```

Atom charges from the Löwdin analysis, given in e for atoms 1 to 4: atom 1 (C): -0.13, atom 2 (C): -0.23, atom 3 (N): 0.03, atom 4 (C): -0.23

DFT (the ωB97M-V functional and the def2-TZVPD basis) results for 2 unconnected molecules or ions with the total composition CH2FO4S.

The net charge is -1. The relative energy (zero: lowest compared OMol25 entry of this formula, charge and spin) is 84.05 kJ/mol. The LUMO energy is 3.97 eV. The value obtained for the HOMO-LUMO gap is 8.28 eV.

```
9
CH2FO4S | the OMol25 dataset | the ωB97M-V functional and the def2-TZVPD basis
C -2.46998 0.33126 -0.03972
O 0.44221 0.87748 1.42016
O 1.90416 1.71602 -0.46890
O 0.55770 -0.38850 -0.80681
O -2.88104 -0.73489 0.28768
F -2.99552 0.88953 -1.19071
S 0.57487 1.18279 -0.03318
H -1.82360 1.21999 0.49180
H 1.43876 -0.82885 -0.68328
```

Atom charges from the Löwdin analysis, given in e for atoms 1 to 4: atom 1 (C): -0.33, atom 2 (O): -0.54, atom 3 (O): -0.56, atom 4 (O): -0.39

DFT (the ωB97M-V functional and the def2-TZVPD basis) results for a single C2H2N2O3 molecule.

The SMILES is O=c1[nH][nH]oc1=O. The relative energy (zero: lowest compared OMol25 entry of this formula, charge and spin) is 344.28 kJ/mol. The LUMO energy is -0.49 eV. The value obtained for the HOMO-LUMO gap is 10.02 eV.

```
9
C2H2N2O3 | the OMol25 dataset | the ωB97M-V functional and the def2-TZVPD basis
C 0.50209 -0.29199 -0.66208
C -0.88245 0.06721 -0.22030
H 2.11751 -0.30786 0.31626
H 1.12170 1.64068 1.83914
N 1.36990 0.33265 0.15814
N 0.64936 0.57917 1.50888
O 0.71091 -1.05715 -1.52660
O -0.67207 0.78839 1.00542
O -1.92533 -0.52710 -0.54510
```

Atom charges from the Löwdin analysis, given in e for atoms 1 to 4: atom 1 (C): -0.49, atom 2 (C): -0.26, atom 3 (H): 0.14, atom 4 (H): 0.22

no.,total energy (eV)
1,-55924.4753
2,-7291.7967
3,-33485.4781
4,-28904.6561
5,-95855.3016
6,-7889.1142
7,-22813.3253
8,-11225.2369